ORCA calculation (the ωB97M-V functional and the def2-TZVPD basis) on a 3-piece molecular cluster, C22H48N5 overall at a distorted geometry.

Each line ends with the Mulliken charge.
Atoms and positions in Å:
C 7.103153 0.897839 1.264528  -1.10
C 5.754485 0.308162 0.473794  -0.01
C 5.497814 1.120745 -0.941373  0.40
C 5.736405 0.221067 -2.292436  -1.06
C 4.048747 1.891131 -0.904178  0.03
C 4.059426 3.478663 -0.485468  -0.69
N 2.564854 3.839889 -0.606865  -0.12
C 1.795809 2.568821 -1.024236  -0.23
N 2.678785 1.316821 -1.209819  0.77
N 2.296945 0.043702 -1.602679  -1.08
C 2.587430 -0.906875 -0.655449  0.85
C 3.156197 -2.379869 -1.203539  -0.99
C 2.390703 -0.769093 0.966406  -0.91
H 8.099171 0.399229 0.905736  0.30
H 6.948046 0.611194 2.403768  0.33
H 7.083324 2.065987 1.198426  0.29
H 4.845232 0.590480 1.192424  0.04
H 5.819343 -0.851877 0.318160  0.19
H 6.326244 1.979958 -0.967649  0.43
H 5.243589 -0.842680 -2.244029  0.12
H 5.306474 0.859050 -3.205230  0.29
H 6.897775 0.074216 -2.473229  0.37
H 4.970770 4.145292 -0.178228  0.36
H 2.131413 4.795906 -0.443982  0.27
H 0.642290 2.470576 -1.221226  0.44
H 2.220786 -3.119020 -1.163948  0.20
H 3.461713 -2.212092 -2.320611  0.37
H 4.039102 -2.731628 -0.511695  0.28
H 3.429280 -1.061300 1.469858  0.30
H 1.627287 -1.622066 1.305193  0.29
H 1.967227 0.258382 1.332828  0.24
C -4.802545 4.081408 -2.047187  -1.45
C -3.596236 3.528826 -1.292915  -0.20
N -3.581282 3.866488 0.130335  0.16
C -2.296398 3.583871 0.781112  -1.00
C -1.848747 2.127953 0.862676  -0.75
C -4.764806 3.482738 0.903171  -0.80
C -5.155019 2.006664 0.916787  -0.87
H -4.889085 5.164029 -1.917695  0.34
H -4.695935 3.879705 -3.119568  0.43
H -5.737575 3.613763 -1.719158  0.30
H -2.703963 3.960953 -1.768379  0.37
H -3.540197 2.449058 -1.456008  0.21
H -2.300734 4.008814 1.792948  0.37
H -1.516323 4.148042 0.248002  0.31
H -2.411189 1.576368 1.620161  0.32
H -0.794708 2.082225 1.154150  0.44
H -1.944660 1.607739 -0.094299  0.23
H -5.620241 4.053241 0.522030  0.37
H -4.654823 3.827358 1.938900  0.30
H -5.106301 1.547735 -0.074396  0.22
H -6.184554 1.903298 1.273213  0.44
H -4.524307 1.431305 1.599060  0.24
C -1.529313 -5.948583 1.840712  -1.38
C -2.318686 -4.648070 1.718180  -0.38
N -1.595086 -3.577634 1.032285  0.27
C -2.234700 -2.263655 1.168900  -0.54
C -3.612943 -2.078111 0.542194  -0.82
C -1.093496 -3.886052 -0.308817  -0.37
C -2.107758 -4.327704 -1.361178  -1.19
H -0.561913 -5.781146 2.322820  0.31
H -2.088038 -6.667541 2.451430  0.43
H -1.357712 -6.414791 0.864096  0.28
H -2.545905 -4.321148 2.743091  0.43
H -3.279854 -4.860165 1.241935  0.31
H -1.562036 -1.490003 0.777245  0.14
H -2.318615 -2.038739 2.242857  0.38
H -3.551489 -1.991300 -0.545491  0.23
H -4.063066 -1.150532 0.909661  0.17
H -4.297786 -2.893258 0.791490  0.30
H -0.338635 -4.676137 -0.216825  0.44
H -0.533689 -3.026668 -0.698265  0.03
H -2.822888 -5.060280 -0.977311  0.25
H -1.584112 -4.793387 -2.201774  0.41
H -2.662470 -3.477287 -1.765426  0.29

Cartesian forces, eV/Å:
C -1.116 -0.788 0.616
C -0.021 1.100 0.675
C 0.183 -0.053 0.041
C 0.074 0.664 -0.377
C 0.855 2.868 0.868
C -4.083 -5.268 -2.041
N 1.401 -5.466 -1.123
C 2.292 -0.094 0.354
N 0.438 9.187 3.024
N 2.492 -2.629 2.165
C -0.170 0.190 -0.329
C -1.976 1.154 -0.062
C 0.573 -0.795 -0.354
H -1.941 1.244 0.505
H 0.520 0.627 -2.355
H 0.319 -2.261 0.023
H 1.970 -0.873 -1.575
H -0.167 2.256 0.259
H -2.116 -1.663 -0.015
H 0.850 2.255 -0.070
H 0.945 -1.675 1.885
H -2.470 0.343 0.507
H -2.307 -1.352 -0.746
H 0.560 -1.925 -0.388
H 2.602 0.571 0.531
H 2.270 1.355 0.024
H -0.497 -0.470 2.285
H -1.906 0.754 -1.392
H -2.344 0.844 -0.975
H 1.571 1.778 -1.024
H 1.047 -1.920 -0.888
C -0.140 -0.081 0.037
C -0.116 0.256 0.049
N 0.492 0.054 0.319
C -0.169 0.357 -0.217
C 0.088 -0.282 0.152
C -0.296 0.232 -0.204
C -0.058 -0.242 0.184
H 0.016 -0.131 0.067
H 0.006 -0.005 0.207
H 0.134 0.107 -0.059
H 0.017 -0.060 0.317
H -0.010 -0.238 -0.117
H -0.207 -0.052 -0.146
H -0.201 0.011 -0.109
H 0.073 -0.019 -0.182
H 0.019 0.007 0.052
H -0.077 0.012 0.044
H 0.193 -0.028 -0.081
H 0.253 0.015 -0.202
H 0.012 0.059 0.055
H 0.097 0.010 -0.041
H -0.054 -0.034 -0.146
C 0.002 -0.066 -0.166
C 0.207 -0.085 0.142
N 0.230 0.549 0.002
C 0.079 -0.133 0.368
C -0.188 0.181 -0.203
C 0.087 -0.391 0.230
C -0.087 0.088 -0.345
H -0.076 0.036 -0.083
H 0.068 0.163 -0.134
H 0.009 0.038 0.155
H 0.037 0.228 -0.296
H -0.176 -0.089 -0.043
H 0.071 -0.192 -0.097
H 0.050 -0.230 -0.132
H -0.080 -0.084 0.111
H 0.027 -0.063 -0.008
H 0.101 0.075 -0.034
H -0.120 -0.006 0.140
H -0.167 0.145 0.215
H 0.094 0.089 0.013
H -0.046 0.015 0.064
H -0.044 -0.175 0.076

Largest force on an atom ... 9.68 eV/A
Net charge ... +1
LUMO ... -3.99 eV
Kohn-Sham gap ... 0.22513 hartree